DFT (wB97M-V/def2-TZVPD) results for 4 unconnected molecules or ions with the total composition C4H14NO3 at a distorted geometry.

Structure (XYZ):
```
22
Properties=species:S:1:pos:R:3:forces:R:3:mulliken_charge:R:1
C 2.9176 -0.1318 -0.3114 -0.7 -0.6 -1.0 -1.252
C 1.5155 0.4011 -0.7917 1.2 0.0 1.5 1.211
C 1.1335 0.2944 -2.1268 -0.8 -0.9 -0.1 -0.622
C 0.8889 1.4694 0.0264 -0.2 0.1 0.9 -0.568
N 0.4026 0.1406 0.3077 -1.4 1.7 -0.6 -0.470
H 3.4109 0.7380 0.1217 0.0 -0.3 0.3 0.361
H 3.5077 -0.4488 -1.1716 0.0 0.0 0.1 0.384
H 2.7719 -0.9978 0.3452 0.3 0.5 0.0 0.349
H 1.1617 -0.6335 -2.6920 0.9 0.0 -0.1 0.330
H 0.6726 1.1241 -2.6457 -0.2 0.2 0.0 0.314
H 1.5598 1.8573 0.7857 -0.3 0.4 0.0 0.265
H 0.1320 2.1455 -0.3568 0.2 0.1 -0.5 0.298
H 0.5267 -0.0167 1.3187 1.3 -1.1 -0.5 0.329
H -2.4421 -0.2820 -1.2723 -0.4 -0.2 0.1 0.286
H -1.0464 -0.4722 -0.7040 -0.3 -0.2 0.7 0.324
O -1.9418 -0.8515 -0.6763 0.2 0.3 -1.0 -0.596
H -3.3754 -2.8860 1.7780 0.0 0.0 -0.1 0.308
H -2.6587 -2.1110 0.6211 -0.1 0.0 0.0 0.322
O -3.0930 -2.0189 1.4771 0.0 0.2 0.3 -0.613
H -2.4302 0.2494 1.9807 0.4 -0.7 -0.1 0.310
H -2.0001 1.6553 2.0407 0.4 0.2 0.1 0.299
O -1.6138 0.7753 1.9454 -0.7 0.4 0.1 -0.569
```
Forces are in eV/Å.

As for the HOMO-LUMO gap: 0.20702 hartree. The spin multiplicity is 1. The total energy comes out at -11995.904 eV. As for the lowest unoccupied orbital energy: -8.0 eV. The calculation puts the HOMO energy at -13.610 eV. The total charge is +1.

=====

DFT (wB97M-V/def2-TZVPD) results for a molecular structure, C14H16F4N4O14S4Y at a distorted geometry.

Structure (XYZ):
```
57
Properties=species:S:1:pos:R:3:forces:R:3:mulliken_charge:R:1
Y 1.8568 -2.5256 -1.8054 0.2 -0.1 -0.4 1.324
N 1.3530 1.6190 -3.7905 -3.9 1.6 -3.2 -0.309
S 2.3116 2.8272 -4.0167 6.5 0.8 1.5 1.065
O 2.2063 3.8431 -3.0045 -0.2 -0.2 -0.8 -0.596
O 2.8333 3.1539 -5.3319 -1.8 0.1 0.8 -0.534
F 3.6061 1.9349 -3.5542 -0.1 0.3 0.8 -0.321
S 0.2621 2.2224 -5.0462 -2.2 -1.7 -2.1 1.061
O 0.4041 1.3493 -6.2177 -0.2 1.8 2.0 -0.567
O 0.0191 3.6696 -5.2450 0.8 -3.1 1.0 -0.528
F -1.1681 1.7192 -4.4320 1.0 0.2 0.1 -0.282
N 5.7698 -2.8725 -4.0355 3.4 -1.3 2.2 -0.222
S 7.3735 -3.0202 -3.4312 2.1 -0.2 6.1 1.026
O 8.3738 -1.9905 -3.7845 -2.3 -2.7 1.0 -0.497
O 7.8683 -4.3675 -3.0486 -1.4 2.6 -2.0 -0.575
F 6.8588 -2.5607 -1.9022 0.3 0.1 -1.1 -0.339
S 6.3042 -2.7835 -5.4759 -2.5 2.2 -6.9 1.052
O 6.7196 -3.9600 -6.1961 0.1 0.2 1.2 -0.586
O 6.9821 -1.5519 -5.7627 -0.4 -0.7 -0.5 -0.529
F 4.8166 -2.5156 -6.1127 0.4 -0.3 0.2 -0.336
C -1.9805 -4.9088 -5.1504 2.0 -1.0 1.2 -0.385
O -1.0211 -5.3842 -4.2424 -0.8 0.7 -0.7 -0.416
H -2.1797 -3.8728 -4.8763 -0.3 0.5 -0.1 0.222
H -1.6462 -5.0027 -6.1836 -0.1 0.2 -0.1 0.210
H -2.9137 -5.4427 -4.9708 -0.5 -0.1 0.0 0.227
C 2.7263 -6.2516 2.7182 0.1 0.0 -2.3 -0.348
O 2.1892 -6.2238 1.4629 -0.6 0.1 -0.2 -0.428
H 2.1744 -6.9818 3.3101 -0.3 -0.3 0.5 0.220
H 3.7648 -6.5563 2.5886 0.3 0.2 1.0 0.195
H 2.5125 -5.2729 3.1478 0.4 0.3 0.7 0.207
C -1.0603 4.4753 5.7810 1.5 -1.6 -0.4 -0.447
C -0.8145 3.0571 5.9436 1.4 1.6 0.4 -0.397
C 0.3435 2.3967 5.4243 -1.4 2.0 -1.9 -0.493
C 1.2061 3.1644 4.5568 -2.0 0.5 0.9 0.447
C 0.9458 4.5441 4.3846 -0.2 -0.6 0.6 -0.352
C -0.1511 5.1878 5.0030 0.4 -1.2 -0.4 -0.348
N 2.2726 2.5332 3.7480 -0.2 -2.4 -1.5 0.779
O 1.9972 1.5413 3.0177 -0.3 2.0 1.8 -0.517
O 3.3852 2.9828 3.8026 0.2 0.7 0.4 -0.485
H -1.8768 5.0109 6.2424 -0.2 -0.4 0.1 0.391
H -1.4175 2.5207 6.6613 -0.3 -0.2 -0.3 0.379
H 0.2747 1.3193 5.3930 0.8 -0.1 0.3 0.344
H 1.5301 5.2107 3.7677 0.5 -0.5 -0.2 0.353
H -0.2544 6.2319 4.7471 -0.3 0.1 0.3 0.342
C -7.2050 2.3709 2.0946 0.6 -3.5 0.6 -0.351
C -7.7229 1.0350 2.3134 1.9 1.9 -0.8 -0.417
C -6.8750 -0.1136 2.1048 -1.9 1.3 -0.5 -0.434
C -5.5447 0.0832 1.7407 -0.8 0.1 0.6 0.180
C -5.0278 1.3576 1.7547 1.3 0.6 -0.7 -0.168
C -5.8398 2.4535 1.8022 -2.2 1.5 0.2 -0.462
N -4.6425 -1.0138 1.3916 3.3 -1.6 0.8 0.922
O -3.4519 -0.7827 1.1415 -1.1 1.8 -0.2 -0.576
O -4.9315 -2.1862 1.4896 -2.5 0.0 0.1 -0.573
H -7.8249 3.2387 2.2655 0.0 0.0 -0.3 0.377
H -8.7810 1.1327 2.5062 -0.2 -1.4 0.2 0.328
H -7.3698 -1.0734 2.0852 0.4 -0.2 0.1 0.391
H -3.9698 1.5625 1.6845 0.1 -0.5 -0.4 0.429
H -5.5707 3.4665 1.5417 1.1 -0.1 0.3 0.348
```
Forces are in eV/Å.

As for the HOMO-LUMO gap: 0.08205 hartree. The spin multiplicity is 1. The total energy comes out at -104633.056 eV. As for the lowest unoccupied orbital energy: -4.3 eV. The calculation puts the HOMO energy at -6.487 eV. The total charge is -1.

=====

In order of appearance, energy relative to the best compared isomer or geometry (same formula, charge and spin) = 5.9067, 15.3692 eV.